Model one:
Here is the molecule C5H8N2 from the OMol25 dataset. Energies are from ωB97M-V/def2-TZVPD.

Geometry (Å):
H (2.51041, 0.24311, -1.88659)
N (1.74183, 0.76181, -1.45753)
C (1.52300, 0.31959, -0.27236)
N (1.13878, 1.28183, 0.88540)
C (-0.09978, 1.06614, 1.08331)
C (-0.62760, 0.02024, 0.13917)
C (-1.30577, 0.48302, -0.94905)
C (-0.78207, -1.36659, 0.72101)
H (2.03969, -0.55983, 0.13976)
H (-0.69931, 1.49218, 1.89629)
H (-1.40827, -0.12705, -1.83969)
H (-1.55719, 1.53322, -1.06622)
H (-1.71951, -1.43777, 1.27699)
H (-0.78976, -2.11158, -0.07894)
H (0.03554, -1.59832, 1.40847)

Results
- SMILES string: [H]/N=C/N=C\C(=C)C
- HOMO-LUMO gap: 9.276 eV

Model two:
Here is the molecule C5H8N2 from the OMol25 dataset. Energies are from ωB97M-V/def2-TZVPD.

Geometry (Å):
C (1.11796, 1.89819, -0.91627)
C (0.44093, 0.81731, -0.13056)
C (0.76745, 0.34695, 1.11628)
N (0.02478, -0.78881, 1.35271)
C (-0.76859, -1.05120, 0.26883)
N (-1.49041, -2.26363, 0.20032)
C (-0.56316, -0.05318, -0.64977)
H (1.72966, 1.43583, -1.70096)
H (0.40191, 2.56039, -1.41498)
H (1.78340, 2.50890, -0.29898)
H (1.47457, 0.71493, 1.84809)
H (0.14807, -1.43157, 2.11759)
H (-2.42862, -2.19356, 0.57844)
H (-1.56785, -2.54958, -0.76887)
H (-1.07010, 0.04902, -1.60186)

Results
- SMILES string: Cc1c[nH]c(N)c1
- HOMO-LUMO gap: 8.767 eV

The computed energies, referenced to the most stable structure and given in hartree, are model one 0.1269; model two 0.0000.

Model one:
Here is a cluster of 2 separate species, C6H12N2 in total from the OMol25 dataset. Energies are from ωB97M-V/def2-TZVPD.

Geometry (Å):
C (-1.37135, -0.81113, -1.57054)
C (-0.68326, 0.47826, -1.36424)
C (-1.03264, 1.62042, -0.73112)
N (-0.02152, 2.52765, -0.98365)
C (0.90150, 1.87863, -1.70880)
N (0.56605, 0.64191, -1.93387)
H (-1.61792, -0.91728, -2.63517)
H (-2.24746, -1.12484, -1.01784)
H (-0.65290, -1.63481, -1.50258)
H (-1.91383, 1.87606, -0.16998)
H (0.00163, 3.43652, -0.56144)
H (1.81619, 2.32441, -2.06046)
C (0.21634, -1.47957, 2.52032)
C (1.27690, -1.04493, 1.53397)
H (0.66416, -1.80753, 3.47018)
H (-0.41238, -0.64885, 2.83680)
H (-0.26903, -2.38754, 2.16883)
H (0.85379, -0.59148, 0.63774)
H (1.84184, -1.90010, 1.15407)
H (2.08389, -0.43578, 1.91777)

Results
- SMILES string: Cc1c[nH]cn1.CC
- HOMO-LUMO gap: 9.568 eV

Model two:
Here is the molecule C6H12N2 from the OMol25 dataset. Energies are from ωB97M-V/def2-TZVPD.

Geometry (Å):
C (-0.54941, 1.81208, -0.71498)
C (-0.27425, 0.57457, 0.12497)
C (0.93218, -0.35745, -0.39864)
C (2.03320, -0.35077, 0.65424)
C (0.39380, -1.70234, -0.61860)
C (-0.91278, -1.62838, -0.39755)
N (-1.37237, -0.35260, -0.18445)
N (-2.54291, -0.18020, 0.56481)
H (-1.48288, 2.38987, -0.21916)
H (-0.75158, 1.54292, -1.79288)
H (0.35944, 2.44348, -0.72144)
H (0.01621, 0.93269, 1.22168)
H (1.43576, 0.18593, -1.37314)
H (1.65025, -0.40822, 1.74010)
H (2.77482, 0.56320, 0.68791)
H (2.75300, -1.12125, 0.70225)
H (0.92476, -2.49648, -0.95547)
H (-1.58705, -2.36912, -0.46338)
H (-2.45515, -0.41350, 1.60090)
H (-3.18216, -0.88361, 0.19732)

Results
- SMILES string: C[C@@H]1[C@@H](C)C=CN1N
- HOMO-LUMO gap: 8.764 eV

The computed energies, referenced to the most stable structure and given in hartree, are model one 0.0000; model two 0.1036.

Model one:
Here is the molecule C6H12N2 from the OMol25 dataset. Energies are from ωB97M-V/def2-TZVPD.

Geometry (Å):
C (0.07565, -1.63335, -1.21519)
C (-0.03038, -0.95202, 0.15195)
C (1.29407, -0.30738, 0.50268)
N (1.42900, 0.65402, -0.50351)
C (0.01499, 1.15596, -0.97479)
C (-0.75107, 0.34541, 0.12849)
N (-0.68114, 1.37091, 1.23297)
C (-1.47564, -0.93086, 0.66925)
H (0.19978, -2.82673, -1.18246)
H (0.92249, -0.94437, -1.58054)
H (-0.74603, -1.24612, -1.95166)
H (0.95891, -0.10580, 1.59907)
H (2.26944, -1.03751, 0.55106)
H (2.26012, 1.28775, -0.33418)
H (-0.21795, 1.10041, -2.20170)
H (0.27235, 2.35208, -0.47701)
H (-0.74565, 1.09755, 2.36652)
H (-1.37803, 2.20722, 0.70288)
H (-2.16447, -1.59346, 0.11040)
H (-1.63169, -0.53210, 1.71703)

Results
- SMILES string: C[C@@]12CNC[C@@]1(N)C2
- HOMO-LUMO gap: 8.697 eV

Model two:
Here is a structure of composition C6H12N2 from the OMol25 dataset. Energies are from ωB97M-V/def2-TZVPD.

Geometry (Å):
C (-0.33333, 0.55660, 0.34556)
C (-2.34849, -0.71167, 0.64097)
C (-0.77893, 1.70059, -0.52261)
C (1.73375, 0.44953, 0.06522)
C (-0.52787, -0.75675, -0.06041)
N (2.51941, -0.62249, 0.41013)
C (-0.22794, -1.80627, -0.78742)
N (2.20052, 1.53487, -0.41630)
H (-0.32527, 0.73338, 1.41872)
H (3.51622, -0.47306, 0.54576)
H (2.10516, -1.33182, 0.99653)
H (3.22382, 1.52588, -0.53312)
H (-1.05973, 1.38148, -1.52729)
H (-2.74601, 0.21289, 1.05441)
H (-2.93841, -0.99855, -0.22768)
H (-2.29787, -1.47849, 1.41072)
H (-1.61555, 2.23014, -0.06189)
H (0.06936, 2.38781, -0.63421)
H (0.75517, -1.90196, -1.23423)
H (-0.92400, -2.63210, -0.88288)

Results
- HOMO-LUMO gap: 8.777 eV

Model three:
Here is the molecule C6H12N2 from the OMol25 dataset. Energies are from ωB97M-V/def2-TZVPD.

Geometry (Å):
H (0.99753, 0.73261, 1.87730)
N (1.07546, 1.44992, 1.16386)
C (0.62855, 1.14043, 0.02128)
C (0.78149, 2.16174, -1.06837)
N (0.01957, -0.05181, -0.32531)
C (-0.06973, -0.45832, -1.71150)
C (-0.33738, -0.99491, 0.65918)
C (-0.00886, -2.27852, 0.55729)
C (-1.20418, -0.48942, 1.78452)
H (1.43682, 1.79636, -1.85624)
H (1.22129, 3.05082, -0.62771)
H (-0.18397, 2.41584, -1.50207)
H (-0.54358, 0.32251, -2.30728)
H (-0.68290, -1.35546, -1.77476)
H (0.91433, -0.67580, -2.13877)
H (0.60767, -2.65844, -0.23762)
H (-0.35426, -2.99245, 1.28281)
H (-2.15885, -1.01405, 1.76544)
H (-0.74468, -0.67661, 2.75361)
H (-1.39430, 0.57556, 1.68434)

Results
- SMILES string: [H]/N=C(/C)N(C)C(=C)C
- HOMO-LUMO gap: 9.319 eV

The computed energies, referenced to the most stable structure and given in hartree, are model one 0.2834; model two 0.1394; model three 0.0000.

Model one:
Here is the molecule C6H12N2 from the OMol25 dataset. Energies are from ωB97M-V/def2-TZVPD.

Geometry (Å):
C (2.60113, -0.56458, 0.13590)
N (1.43447, -0.84454, -0.47622)
N (0.60683, 0.13246, -0.31765)
C (0.54739, 1.26250, 0.55584)
C (-0.89101, 1.65541, -0.00355)
C (-0.81005, 0.28202, -0.75210)
C (-1.74593, -0.85786, -0.51778)
C (-1.52713, -1.17488, 0.96892)
H (2.53624, 0.48651, 0.76313)
H (3.43786, -1.27591, -0.06806)
H (1.56848, 1.75821, 0.52266)
H (0.51827, 0.99495, 1.74470)
H (-0.61736, 2.45705, -0.66808)
H (-1.82587, 2.12986, 0.54099)
H (-0.84249, 0.78515, -1.76376)
H (-2.66736, -0.63365, -0.76695)
H (-1.23617, -1.85076, -0.86381)
H (-0.42373, -1.46127, 1.10479)
H (-1.58658, -0.06473, 1.45485)
H (-2.19668, -1.95646, 1.23326)

Results
- SMILES string: C=NN1CC[C@@H]1CC
- HOMO-LUMO gap: 8.781 eV

Model two:
Here is the molecule C6H12N2 from the OMol25 dataset. Energies are from ωB97M-V/def2-TZVPD.

Geometry (Å):
C (1.94259, -1.56845, -0.48377)
C (0.69464, -1.17970, -0.69902)
C (-0.58160, -1.64416, -1.37742)
C (-1.25892, -0.37114, -0.88255)
N (0.10022, 0.29519, -0.61530)
N (0.31707, 0.90530, 0.60036)
C (-0.30398, 0.46690, 1.81584)
C (0.23072, 2.32598, 0.37289)
H (2.85106, -1.11785, -0.21476)
H (2.14593, -2.64725, -0.55964)
H (-0.58788, -1.75491, -2.58135)
H (-1.05339, -2.65716, -0.99915)
H (-1.84740, 0.20474, -1.70272)
H (-1.77086, -0.50082, 0.04083)
H (-1.34081, 0.82693, 1.97795)
H (-0.48554, -0.51966, 1.89085)
H (0.19284, 0.79924, 2.75756)
H (0.63477, 2.45189, -0.70466)
H (-0.84787, 2.76372, 0.46939)
H (0.96842, 2.92119, 0.89470)

Results
- SMILES string: C=C1CCN1N(C)C
- HOMO-LUMO gap: 9.314 eV

The computed energies, referenced to the most stable structure and given in hartree, are model one 0.0447; model two 0.0000.

Model one:
Here is the molecule C6H12N2 from the OMol25 dataset. Energies are from ωB97M-V/def2-TZVPD.

Geometry (Å):
C (0.05839, 1.91912, 1.54688)
C (0.35694, 1.41112, 0.37382)
C (0.44338, -0.02596, 0.02868)
C (-0.00352, -0.79094, 1.30624)
C (1.98331, -0.28889, -0.32245)
C (-0.42536, -0.46164, -1.14271)
N (-1.70428, -0.65053, -0.90626)
N (-2.53984, -0.86634, -1.90571)
H (0.22703, 2.97469, 1.80460)
H (-0.07068, 1.22634, 2.37749)
H (0.71796, 2.17371, -0.36918)
H (0.57950, -0.59176, 2.20181)
H (-1.00884, -0.76631, 1.65324)
H (0.21004, -1.80445, 1.19374)
H (2.18131, -1.29778, -0.49140)
H (2.50867, 0.23848, 0.47213)
H (2.23764, 0.04071, -1.28469)
H (0.01259, -0.51852, -2.09039)
H (-3.49663, -1.11204, -1.53996)
H (-2.26760, -0.80900, -2.90588)

Results
- SMILES string: C=CC(C)(C)/C=N/N
- HOMO-LUMO gap: 9.253 eV

Model two:
Here is a cluster of 2 separate species, C6H12N2 in total from the OMol25 dataset. Energies are from ωB97M-V/def2-TZVPD.

Geometry (Å):
C (-0.69038, 0.42392, -2.15278)
C (-1.13159, 1.33715, -1.04856)
C (-0.53843, 1.46829, 0.17005)
N (-1.41955, 2.17774, 0.95086)
C (-2.52946, 2.37036, 0.18937)
N (-2.39519, 1.88593, -1.00749)
H (-0.25099, 0.88322, -3.03457)
H (-1.58929, -0.11521, -2.43731)
H (0.07501, -0.24698, -1.75884)
H (0.47450, 1.24700, 0.46558)
H (-1.35274, 2.34683, 1.93775)
H (-3.40454, 2.86568, 0.58804)
C (1.30655, -2.37681, 1.32526)
C (2.43208, -1.73975, 0.47167)
H (1.39134, -2.23711, 2.40055)
H (0.34830, -1.89108, 1.10234)
H (1.17574, -3.43579, 1.09259)
H (3.05411, -2.59927, 0.20087)
H (3.05207, -1.00703, 0.98600)
H (1.99247, -1.35708, -0.44138)

Results
- SMILES string: Cc1c[nH]cn1.CC
- HOMO-LUMO gap: 9.490 eV

Model three:
Here is the molecule C6H12N2 from the OMol25 dataset. Energies are from ωB97M-V/def2-TZVPD.

Geometry (Å):
C (0.81812, 0.27338, 0.56921)
C (2.11083, 0.13657, 0.75894)
C (-1.54697, 0.29744, -0.20389)
C (-0.27050, 1.16113, -0.02287)
C (0.32711, 1.83550, -1.26431)
C (-0.14212, -2.30154, 0.10649)
N (-1.57499, -0.63125, 0.99428)
N (-0.36036, -1.23959, 1.11438)
H (2.61346, -0.71490, 1.14930)
H (2.87158, 0.87367, 0.29300)
H (-2.53124, 0.94028, -0.26359)
H (-1.41943, -0.35494, -1.01232)
H (-0.45865, 1.81723, 0.81130)
H (0.71813, 1.10139, -1.99698)
H (1.23101, 2.45390, -1.09034)
H (-0.50996, 2.39942, -1.64799)
H (0.92300, -2.33358, 0.11604)
H (-0.30534, -3.22862, 0.58022)
H (-0.73960, -2.39297, -0.78688)
H (-1.75408, -0.09251, 1.79603)

Results
- HOMO-LUMO gap: 9.023 eV

The computed energies, referenced to the most stable structure and given in hartree, are model one 0.0961; model two 0.0000; model three 0.1539.

Model one:
Here is a cluster of 2 separate species, C6H12N2 in total from the OMol25 dataset. Energies are from ωB97M-V/def2-TZVPD.

Geometry (Å):
C (1.22612, 1.68437, 0.16108)
C (1.32870, 0.36514, -0.55117)
C (2.39947, -0.47108, -0.55753)
N (1.93627, -1.61033, -1.22599)
C (0.69109, -1.31991, -1.65327)
N (0.28686, -0.13262, -1.27898)
H (0.53333, 1.56952, 0.99465)
H (0.97585, 2.41762, -0.60346)
H (2.15739, 2.00631, 0.62773)
H (3.43141, -0.45039, -0.26354)
H (2.39965, -2.38152, -1.67609)
H (0.01358, -2.00130, -2.14161)
C (-2.04130, 0.01618, 1.81023)
C (-2.31867, 0.09507, 0.29146)
H (-2.81396, -0.52673, 2.33774)
H (-1.10275, -0.54200, 1.87688)
H (-1.92119, 1.02826, 2.18578)
H (-2.92247, 0.97282, 0.08070)
H (-2.78458, -0.83852, -0.00025)
H (-1.47480, 0.11912, -0.41438)

Results
- SMILES string: Cc1c[nH]cn1.CC
- HOMO-LUMO gap: 9.673 eV

Model two:
Here is a cluster of 2 separate species, C6H12N2 in total from the OMol25 dataset. Energies are from ωB97M-V/def2-TZVPD.

Geometry (Å):
C (-1.73895, -0.78756, -0.00290)
C (-0.37264, -1.36811, -0.09863)
C (0.84839, -0.97204, 0.32215)
N (1.77837, -1.78144, -0.29309)
C (1.08844, -2.66899, -1.01891)
N (-0.19446, -2.45348, -0.95731)
H (-2.52807, -1.47809, -0.26659)
H (-1.77847, 0.06949, -0.69108)
H (-1.98420, -0.37819, 0.97518)
H (1.17138, -0.18421, 0.97940)
H (2.73922, -1.82967, -0.00553)
H (1.47689, -3.47647, -1.62801)
C (-0.27123, 3.30897, 0.99374)
C (-0.75313, 4.65433, 0.48973)
H (-1.00606, 2.67320, 1.47613)
H (0.14823, 2.61506, 0.24659)
H (0.63898, 3.47064, 1.57402)
H (-0.17826, 5.00753, -0.36167)
H (-0.63531, 5.40707, 1.27434)
H (-1.78176, 4.68176, 0.11948)

Results
- SMILES string: Cc1c[nH]cn1.CC
- HOMO-LUMO gap: 9.581 eV

The computed energies, referenced to the most stable structure and given in hartree, are model one 0.0086; model two 0.0000.